Below is a structure of composition C27H34MoN8O5S2, with properties calculated with wB97M-V/def2-TZVPD.

Atoms and positions in Å:
Mo (1.1249, 0.3405, 0.9656)
C (-1.4956, 1.2839, 2.6316)
C (-1.4368, -0.2207, 2.6985)
N (-0.0094, -0.6189, 2.6411)
C (0.7294, -0.4980, 3.9320)
C (1.2743, 0.8867, 4.2550)
S (2.0194, 1.7993, 2.8477)
C (0.9445, 3.2639, 2.7315)
C (-0.1553, 3.1148, 1.6822)
N (-0.6018, 1.7133, 1.5325)
H (-1.1681, 1.7486, 3.5591)
H (-2.5109, 1.6296, 2.4294)
H (-1.9314, -0.6522, 1.8268)
H (-1.9121, -0.6175, 3.5979)
H (0.0214, -1.6106, 2.4055)
H (1.5503, -1.2077, 3.8862)
H (0.0731, -0.8104, 4.7490)
H (2.0556, 0.7798, 5.0066)
H (0.5218, 1.5438, 4.6830)
H (1.5902, 4.1037, 2.4798)
H (0.5642, 3.4531, 3.7346)
H (0.1984, 3.4431, 0.7080)
H (-1.0093, 3.7431, 1.9496)
H (-1.1432, 1.6751, 0.6584)
C (4.9955, -0.4581, 0.6124)
C (4.1889, 0.3214, -0.3591)
N (2.8999, 0.6669, -0.3143)
C (2.6516, 1.3984, -1.4479)
C (3.7776, 1.5019, -2.1993)
N (4.7237, 0.8073, -1.4954)
C (4.1435, 2.1421, -3.4958)
O (3.2187, 2.8816, -4.0782)
O (5.2632, 2.0098, -3.9031)
C (1.2852, 1.8860, -1.6234)
O (0.9035, 2.5194, -2.5845)
O (0.5319, 1.5297, -0.6102)
H (4.7443, -0.1814, 1.6323)
H (6.0534, -0.2681, 0.4417)
H (4.8126, -1.5267, 0.4924)
H (5.6808, 0.7163, -1.8126)
H (2.3842, 2.9232, -3.5590)
O (2.3683, -0.9893, 1.6642)
C (2.3629, -2.3375, 1.6833)
C (3.1874, -2.9598, 2.6257)
C (3.2321, -4.3387, 2.7089)
C (2.4481, -5.1203, 1.8671)
C (1.6337, -4.5113, 0.9356)
C (1.5838, -3.1155, 0.8109)
C (0.7684, -2.4991, -0.2304)
N (0.3998, -1.2194, -0.3071)
C (-0.3635, -1.0772, -1.4573)
C (-0.4520, -2.2805, -2.0661)
N (0.2645, -3.1604, -1.2867)
H (3.7930, -2.3412, 3.2750)
H (3.8786, -4.8087, 3.4376)
H (2.4704, -6.1977, 1.9425)
H (1.0121, -5.1353, 0.3062)
H (-0.8189, -0.1377, -1.7111)
H (-0.9589, -2.5945, -2.9600)
H (0.4158, -4.1334, -1.4914)
C (-6.1671, 3.0316, -3.4179)
C (-5.5305, 1.7273, -3.0874)
C (-5.6976, 0.5553, -3.7723)
C (-4.9932, -0.5787, -3.3224)
N (-4.1916, -0.5606, -2.2677)
C (-4.0445, 0.5775, -1.5836)
S (-3.0954, 0.6962, -0.1885)
N (-4.7025, 1.6967, -2.0153)
C (-5.1113, -1.8763, -4.0532)
H (-6.9256, 2.9035, -4.1850)
H (-5.4146, 3.7307, -3.7867)
H (-6.6339, 3.4650, -2.5329)
H (-6.3507, 0.5064, -4.6295)
H (-4.5591, 2.5304, -1.4630)
H (-6.0372, -1.9391, -4.6206)
H (-5.0432, -2.7040, -3.3516)
H (-4.2796, -1.9608, -4.7567)

Force components x, y, z for each atom (eV/Å):
0.002 -0.029 -0.135
-0.049 0.058 -0.060
0.029 -0.085 0.003
0.071 -0.035 0.099
-0.051 -0.095 -0.023
-0.002 0.047 0.099
0.080 -0.064 -0.063
-0.036 0.057 0.058
-0.039 0.007 -0.061
-0.012 -0.024 -0.022
0.004 -0.027 0.020
-0.002 -0.034 0.022
-0.013 0.036 -0.001
-0.009 0.045 -0.007
-0.034 -0.001 0.006
-0.002 0.020 0.017
0.015 0.014 -0.002
0.018 0.008 -0.031
-0.005 -0.008 -0.009
0.014 -0.014 0.006
-0.013 -0.016 -0.010
0.026 -0.016 0.027
0.030 0.008 -0.006
-0.069 0.003 0.047
-0.017 -0.020 0.044
0.067 -0.004 -0.101
0.168 0.043 0.128
0.061 0.139 -0.251
-0.081 -0.219 0.036
-0.142 0.084 0.120
0.062 0.453 0.165
0.039 -0.043 0.041
0.014 -0.182 -0.093
-0.105 -0.093 -0.131
0.075 0.073 0.178
0.024 -0.013 0.058
0.007 -0.003 -0.002
0.008 -0.017 -0.001
0.001 0.005 0.027
0.032 0.002 -0.003
-0.109 -0.178 -0.160
-0.032 0.014 -0.197
0.006 0.011 0.121
-0.136 -0.112 -0.143
0.059 0.056 0.055
-0.071 -0.011 -0.058
0.055 0.023 0.043
0.069 -0.030 0.086
0.068 -0.184 0.075
0.039 0.125 -0.031
-0.090 -0.027 -0.041
-0.017 0.040 -0.007
0.016 0.188 0.136
0.009 0.027 0.000
-0.003 -0.007 0.004
0.000 -0.009 0.006
-0.004 0.002 -0.021
0.009 -0.035 -0.050
-0.017 0.037 -0.006
0.024 -0.033 -0.003
-0.048 -0.015 -0.040
0.067 -0.175 0.014
0.063 0.114 0.139
-0.108 -0.025 -0.150
0.039 -0.018 0.002
0.086 0.043 0.011
-0.078 0.045 0.069
-0.048 -0.032 -0.035
0.006 0.020 0.001
0.010 0.007 -0.006
-0.004 0.015 0.003
-0.005 0.018 -0.003
-0.008 0.001 -0.010
-0.011 0.058 0.014
0.001 0.000 0.005
-0.002 -0.008 0.001
-0.001 -0.005 -0.011

Summary:
E_tot: -2727.83365 Ha
E_HOMO (spin up / spin down): -12.9 / -12.9 eV
charge: +2
largest force on an atom: 0.49 eV/Å
HOMO-LUMO gap (spin up / spin down): 7.49 / 6.34 eV
relative energy (zero: lowest compared OMol25 entry of this formula, charge and spin): 30.6 kJ/mol
⟨S²⟩: 2.01
LUMO (spin up / spin down): -5.3826 / -6.5285 eV
2S+1: 3